[1]
Molecular formula: C41H59BrMgN6O3P
Method: DFT, ωB97M-V/def2-TZVPD

Calculated values
frontier orbital gap = 0.240 hartree
total charge = -1
ΔE to the lowest compared entry with this formula, charge and spin = 251.0 kJ/mol

CARTESIAN COORDINATES (ANGSTROEM)
C (0.7494, -4.0391, 7.7856)
H (2.0688, -4.1169, 6.0965)
H (3.7526, -1.5305, -5.2129)
H (2.3480, 0.4817, 0.1030)
C (3.9882, -1.8192, -4.1799)
H (4.8719, -1.2573, -3.8821)
H (-1.8121, -2.4809, 5.3683)
C (1.5608, -2.3356, -3.8007)
H (-3.1772, -2.7274, -0.7167)
H (5.2972, -1.7665, 0.6725)
H (5.9521, 0.5738, -0.9147)
C (0.6144, -3.0038, 4.1644)
C (-2.8785, -0.7857, -1.5911)
H (-4.5462, 4.7396, -0.8092)
H (1.4635, -4.4990, 8.4570)
H (-1.0507, 5.3756, -4.3146)
H (5.5817, -3.1649, -2.5299)
C (-3.6300, 3.2708, 3.2797)
H (-4.6302, 3.0302, -1.2995)
C (3.8434, -3.5225, -1.2394)
C (-2.1249, 5.4521, 2.4149)
H (-2.9240, 4.0907, -4.1382)
H (3.7189, -1.2782, 1.3128)
C (2.3779, -0.0579, -3.4742)
H (1.2152, -1.8919, -4.7417)
C (-4.0399, 4.5652, 3.5824)
H (0.7459, 2.9467, -3.7918)
H (-0.8384, 3.9486, 1.5252)
H (-5.4150, 1.0055, -3.0360)
H (1.7974, -3.3787, -3.9996)
H (4.0883, -3.4486, 0.9595)
H (5.0746, 0.4113, -2.4293)
C (-3.2897, 5.6489, 3.1507)
H (-2.8110, 1.3203, 1.3728)
C (-5.0152, -1.9738, -1.4932)
C (-1.4144, -3.0920, 7.3781)
H (-4.9516, 4.6981, 4.1524)
C (3.1456, -4.5498, -2.1458)
C (-0.5043, -3.6655, 8.2540)
P (2.9398, -1.8549, -1.4134)
H (-3.9465, 1.4100, 3.5560)
H (-3.4561, 3.5472, -0.0796)
Br (0.8515, -2.0389, 1.4278)
H (3.4775, -5.5525, -1.8494)
C (-3.6641, -1.9024, -1.2251)
N (1.5508, -1.8502, -0.7524)
O (-1.5604, 2.5977, -1.1143)
H (-5.5822, -2.8499, -1.2014)
C (-1.7406, 3.5060, -1.9112)
H (0.2879, 5.7188, -3.2204)
N (-1.5285, -0.4409, 2.8529)
C (0.1351, -2.0989, 3.3142)
H (3.2218, 0.6221, -3.3509)
H (-0.9489, -1.6880, -1.2721)
H (-3.6296, 5.5677, -3.4589)
C (0.5170, 3.2637, -2.7720)
H (1.3343, 3.8954, -2.4117)
N (-2.9724, 4.1185, -2.0327)
H (5.9361, -3.0071, -0.8121)
H (-0.7750, -3.8357, 9.2885)
H (-1.6943, 1.1413, 4.0510)
H (5.0369, -0.1075, 1.1954)
C (-1.0728, -2.8813, 6.0486)
C (-2.4616, 3.0587, 2.5392)
H (0.4444, 2.3885, -2.1377)
H (4.2503, -2.8761, -4.1990)
H (1.5881, 0.2159, -2.7757)
C (2.7705, -1.5310, -3.2926)
N (-0.7357, 3.9925, -2.7163)
C (-4.9196, 0.1899, -2.5212)
C (-3.9571, 3.8394, -0.9974)
C (4.5643, -0.9626, 0.6983)
C (-1.7250, 4.1566, 2.1125)
C (5.3392, -0.1143, -1.5119)
H (3.8424, 1.4384, 0.1780)
H (3.9535, -5.0652, 0.2625)
H (5.6860, -4.5987, -1.5155)
O (-0.7748, 1.6214, 1.5638)
H (1.4146, -3.6501, 3.8084)
Mg (-0.7932, -0.0444, 0.6506)
H (-3.6203, 6.6531, 3.3905)
C (-1.4571, -0.7214, -1.2843)
C (-0.7311, 5.3308, -3.2699)
N (-2.1767, 0.7326, 3.2506)
C (3.2576, 0.7443, -0.4378)
O (-4.4201, 2.2509, 3.7131)
H (1.9930, 0.0791, -4.4917)
H (-4.5212, 4.0432, -3.4143)
C (-7.0815, -0.9984, -2.4326)
C (-5.6690, -0.9274, -2.1457)
H (-0.6461, -0.5652, 4.6927)
H (2.5188, -4.0259, 0.4026)
C (0.1950, -3.2251, 5.5692)
C (4.1036, -0.5131, -0.6992)
H (2.0605, -4.5045, -2.0300)
C (-3.5678, 0.2574, -2.2518)
H (0.7467, -2.2896, -3.0739)
C (-3.5270, 4.4874, -3.3240)
C (-2.0316, 1.6780, 2.0831)
H (-1.3668, 5.9936, -2.6827)
H (-1.5409, 6.2980, 2.0730)
C (-0.7486, -0.9900, 3.6911)
C (3.5886, -4.0326, 0.1892)
C (1.0887, -3.8263, 6.4582)
H (5.9686, -0.9629, -1.7760)
H (3.3910, -4.4248, -3.1988)
H (-0.9106, -0.0205, -1.9210)
N (-8.2092, -1.0575, -2.6619)
H (-2.4039, -2.8219, 7.7254)
C (5.3441, -3.5564, -1.5421)
H (-3.0042, 1.1334, -2.5471)
H (2.9714, 1.2696, -1.3458)

Atom charges from the Löwdin analysis, given in e for atoms 1 to 4:
1. C -0.09
2. H 0.11
3. H 0.08
4. H 0.05

[2]
Molecular formula: C3H3N2OS
Method: DFT, ωB97M-V/def2-TZVPD

Calculated values
frontier orbital gap (spin up / spin down) = 0.268 / 0.268 hartree
total charge = +1
ΔE to the lowest compared entry with this formula, charge and spin = 478.0 kJ/mol

CARTESIAN COORDINATES (ANGSTROEM)
C (-0.5777, 2.8315, 0.6623)
O (-0.4268, 1.7377, -2.3336)
N (-0.3317, 1.7676, 1.3000)
N (0.0504, 1.5144, -1.2361)
C (-0.2932, 0.2926, -0.5035)
S (-1.1912, 4.2076, 0.4108)
H (0.0626, -0.1613, 1.8681)
H (0.5458, -0.3226, -0.8684)
H (-1.3221, 0.1649, -0.7892)
C (-0.1855, 0.5630, 0.9603)

Atom charges from the Löwdin analysis, given in e for atoms 1 to 4:
1. C -0.64
2. O 0.11
3. N 0.09
4. N -0.06

[3]
Molecular formula: C30H58IN6O9P
Method: DFT, ωB97M-V/def2-TZVPD

Calculated values
frontier orbital gap = 0.272 hartree

CARTESIAN COORDINATES (ANGSTROEM)
H (-7.4766, 1.9346, 0.1531)
H (-6.4136, -0.5908, -3.2389)
H (0.4469, -6.2294, 0.4040)
H (7.8838, 1.1582, -1.1141)
O (3.0906, 2.5136, -1.8342)
H (6.4743, 2.9125, -1.1962)
H (5.8428, -2.7420, 1.4978)
C (2.7942, 2.3518, -0.6741)
H (-10.4630, -5.9630, -3.0179)
C (7.3208, 8.6646, 3.6013)
C (-12.1900, -7.1592, -3.2802)
H (0.3619, -2.0736, -1.8216)
H (-5.7929, 1.7996, 0.6508)
H (-0.8412, -5.1596, 0.9585)
H (2.0136, -0.7507, -1.6327)
O (7.0432, -1.9126, 0.0403)
H (8.1309, 6.2381, 5.7547)
H (-11.7790, -8.0924, -2.8914)
H (-8.7535, 0.1954, -3.6810)
H (-13.5985, -5.8572, -1.0546)
H (2.3990, -6.0847, 1.6107)
O (-4.8323, 1.0470, -3.0205)
H (-0.5360, -5.3546, -0.7702)
C (-7.0974, -2.0228, -2.0246)
H (3.9018, -5.4644, 0.9003)
H (5.1794, 1.8482, -1.7260)
H (9.9975, 7.8935, 6.0555)
N (5.1892, 4.8482, 2.7615)
N (-7.2506, -1.1211, -3.0290)
C (3.1796, 3.1898, 1.5434)
H (8.0191, 8.4476, 2.7923)
C (5.9075, 2.0180, -0.9412)
H (-9.1361, -2.2308, -1.3290)
N (-11.4440, -6.0188, -2.7933)
H (-13.2256, -7.0893, -2.9630)
C (6.3033, -1.7809, 1.2468)
H (2.6924, -6.2625, -0.1228)
H (-6.4296, 3.3633, 0.1427)
H (-8.0241, -3.5180, -0.8405)
C (0.7350, 0.9591, -1.2393)
H (-8.2747, -1.0267, -4.8610)
C (6.8776, 0.8160, -0.8707)
I (-1.0047, 2.0531, 1.5240)
H (7.6077, -2.1111, 2.9671)
C (7.2092, -1.2929, 2.3689)
C (0.8886, 2.4616, 0.7938)
C (6.5426, -0.3572, -1.8132)
H (-13.5363, -4.0847, -1.0612)
C (-0.0591, -5.2890, 0.2091)
H (-13.9981, -4.9676, -2.5288)
C (2.8381, -5.6051, 0.7351)
C (9.6398, 7.5628, 5.0786)
O (0.0621, -1.3441, -1.2672)
O (6.1066, 6.9246, 4.6998)
H (5.4805, -1.0734, 1.0959)
C (2.2231, -4.2453, 0.4905)
H (6.5128, -2.5136, -1.8282)
C (6.2703, -1.7090, -1.1294)
H (-3.3770, 0.0183, -1.2565)
H (-0.3490, 1.0061, -1.1425)
H (4.7025, 2.4582, 3.3385)
H (-9.2595, -1.4815, -3.4681)
N (-6.0669, 1.9870, -1.4056)
H (5.3307, 1.4042, 1.0542)
N (8.2952, 7.0385, 5.1647)
P (4.1556, 3.7106, 2.9860)
C (-8.3025, -2.8529, -1.6521)
H (0.9854, 1.2497, -2.2603)
O (-6.0203, -2.1439, -1.4573)
H (8.0360, -0.7169, 1.9545)
H (6.9441, 0.4573, 0.1549)
H (0.5397, -3.2572, 0.1014)
H (-6.6101, 2.3776, -2.1593)
O (-11.1371, -4.0800, -1.7068)
C (-4.1511, 0.5994, -0.7651)
O (2.9027, -3.2292, 0.4979)
H (5.7326, 3.0974, 0.9204)
C (7.1780, 7.4790, 4.5278)
H (7.3594, -0.4871, -2.5244)
C (1.7082, 3.4386, 1.5787)
H (5.6580, -0.1230, -2.4123)
H (7.6777, 9.5446, 4.1379)
H (1.4772, -0.6298, 0.0531)
C (-6.4638, 2.2890, -0.0477)
H (-8.6503, -3.4475, -2.4952)
O (1.2210, 4.3504, 2.2020)
C (-8.4430, -0.8457, -3.7974)
C (5.2109, 2.2834, 0.4100)
N (0.8876, -4.1951, 0.2552)
C (1.1731, -0.4903, -0.9875)
H (6.3428, 8.8735, 3.1797)
H (5.0357, 5.6520, 3.3652)
H (3.1370, 3.8925, 3.9340)
C (-13.3520, -4.9775, -1.6502)
C (-11.8922, -4.9762, -2.0444)
H (-4.7373, -0.0667, -0.1318)
C (-5.0264, 1.2185, -1.8248)
H (9.6644, 8.4140, 4.4055)
C (3.7398, 2.6261, 0.4641)
C (1.4000, 1.9120, -0.3051)
H (6.6545, -0.6400, 3.0456)
H (-3.6865, 1.3730, -0.1512)
H (-12.1721, -7.2038, -4.3705)
H (5.2069, -1.8194, -0.8921)
H (10.3317, 6.8099, 4.6964)

Atom charges from the Löwdin analysis, given in e for atoms 1 to 4:
1. H 0.08
2. H 0.11
3. H 0.07
4. H 0.11

[4]
Molecular formula: C3H6N2O
Method: DFT, ωB97M-V/def2-TZVPD

Calculated values
frontier orbital gap = 0.358 hartree
ΔE to the lowest compared entry with this formula, charge and spin = 469.5 kJ/mol

CARTESIAN COORDINATES (ANGSTROEM)
C (-0.8972, -1.5279, -0.3974)
H (-0.9832, -2.0967, 0.5537)
C (-1.2096, -1.9689, -1.5894)
H (1.4025, 0.3349, 0.7429)
H (1.7300, 3.0544, 0.9348)
N (-0.5133, -0.2756, -0.1276)
O (0.1777, 1.9242, 0.4409)
N (1.2898, 2.2598, 1.2550)
H (1.1409, 2.3388, 2.2191)
C (0.4066, 0.3897, 0.3220)
H (-1.0216, -1.3851, -2.5144)
H (-1.5226, -3.0475, -1.8396)

Atom charges from the Löwdin analysis, given in e for atoms 1 to 4:
1. C -0.29
2. H 0.13
3. C -0.02
4. H 0.11